The following is a quantum chemistry calculation of 6 unconnected molecules or ions with the total composition C32H29Br2N5O10 at a distorted geometry, from the OMol25 dataset.

SMILES: O=[N+]([O-])c1ccccc1.O=[N+]([O-])c1ccccc1.O=[N+]([O-])c1ccccc1.O=[N+]([O-])c1ccccc1.O=[N+]([O-])c1ccccc1.BrCCBr
Total charge: 0
DFT total energy: -7410.44462 Eh
Max |F|: 4.62 eV/Å

Each line ends with the Löwdin charge.
Cartesian coordinates (Å):
O (4.92551, -1.32243, -7.11544)  0.08
N (4.60295, -2.46639, -6.86114)  -0.33
O (5.04427, -3.08808, -5.88112)  0.05
C (3.74404, -3.24558, -7.81831)  -0.14
C (3.44165, -2.71017, -9.06503)  0.02
C (2.59162, -3.44546, -9.95829)  -0.07
C (2.00944, -4.61791, -9.58180)  -0.09
C (2.32243, -5.14942, -8.30872)  -0.04
C (3.13339, -4.41583, -7.40557)  -0.01
H (3.71407, -1.71437, -9.38216)  0.11
H (2.17644, -2.99647, -10.84848)  0.10
H (1.15716, -4.99872, -10.12494)  0.11
H (1.81744, -6.06471, -8.03739)  0.10
H (3.34905, -4.80286, -6.42064)  0.11
O (1.17737, -10.00773, 4.64308)  0.02
N (2.38844, -9.78588, 5.04376)  -0.27
O (3.06009, -8.81717, 4.61710)  0.05
C (3.04714, -10.62962, 6.08980)  -0.15
C (4.37762, -10.37185, 6.43798)  0.00
C (4.91040, -11.10317, 7.49083)  -0.08
C (4.22469, -12.08893, 8.16712)  -0.05
C (2.94647, -12.45156, 7.65694)  -0.04
C (2.37296, -11.69868, 6.61959)  -0.02
H (4.95355, -9.62732, 5.90847)  0.12
H (5.90680, -10.79241, 7.76831)  0.11
H (4.61514, -12.63729, 9.01166)  0.11
H (2.33776, -13.24170, 8.07112)  0.10
H (1.36487, -11.91638, 6.29902)  0.12
O (0.67221, 3.50951, 1.31511)  0.07
N (1.30579, 2.58683, 0.80823)  -0.36
O (2.33401, 2.69375, 0.19611)  0.09
C (0.75324, 1.22661, 0.94871)  -0.10
C (1.44937, 0.15562, 0.40377)  -0.04
C (1.10353, -1.10953, 0.67350)  -0.08
C (-0.06774, -1.41783, 1.38558)  -0.07
C (-0.85459, -0.41034, 1.89383)  -0.09
C (-0.44288, 0.90052, 1.70324)  0.01
H (2.43108, 0.33866, -0.00748)  0.12
H (1.76053, -1.93781, 0.45282)  0.11
H (-0.37313, -2.44113, 1.54685)  0.11
H (-1.77294, -0.63510, 2.41587)  0.11
H (-1.15752, 1.62194, 2.07099)  0.11
O (-12.88052, -5.08195, 1.47643)  0.11
N (-12.47311, -5.92391, 2.19547)  -0.40
O (-13.24498, -6.71952, 2.68997)  0.08
C (-11.11646, -5.99532, 2.54928)  -0.16
C (-10.47766, -7.17950, 2.82747)  0.01
C (-9.08464, -7.21722, 3.03187)  -0.08
C (-8.34207, -6.08024, 2.90777)  -0.07
C (-8.96845, -4.80959, 2.69829)  -0.05
C (-10.33060, -4.80527, 2.48256)  0.00
H (-10.96467, -8.13554, 2.70417)  0.12
H (-8.59390, -8.14419, 3.28938)  0.11
H (-7.26869, -6.17454, 2.98113)  0.10
H (-8.48945, -3.85715, 2.52565)  0.10
H (-10.88971, -3.94261, 2.15147)  0.11
O (-0.48379, 18.15361, 1.23917)  0.07
N (-1.20937, 17.65279, 0.39449)  -0.37
O (-1.99721, 18.27911, -0.23096)  0.10
C (-1.12108, 16.17822, 0.14415)  -0.10
C (-0.45804, 15.37194, 1.06779)  -0.04
C (-0.23682, 14.07373, 0.81593)  -0.09
C (-0.76074, 13.43136, -0.31763)  -0.06
C (-1.45458, 14.19248, -1.23600)  -0.08
C (-1.64934, 15.56352, -1.03557)  0.01
H (-0.12466, 15.81017, 1.99689)  0.12
H (0.26164, 13.41420, 1.51087)  0.11
H (-0.48459, 12.39258, -0.42286)  0.11
H (-1.64456, 13.81815, -2.23108)  0.11
H (-2.11692, 16.15911, -1.80566)  0.11
Br (5.76489, 10.38288, -4.85494)  0.54
C (6.42107, 8.81127, -3.79353)  -0.66
C (7.98414, 8.93100, -3.47441)  -0.65
Br (8.49565, 7.13800, -2.82705)  0.59
H (6.29947, 7.86491, -4.32054)  0.03
H (5.94489, 8.76084, -2.81433)  0.05
H (8.27880, 9.69834, -2.75854)  0.05
H (8.56231, 9.11473, -4.37997)  0.04

Atomic forces in eV per Å
-0.69 -0.48 -0.30
1.24 -0.93 0.87
-1.00 0.61 -1.21
-0.59 0.95 -0.53
-0.88 -0.69 -1.12
0.39 1.56 0.98
0.06 -0.50 1.87
0.11 1.19 -0.04
-0.12 -1.58 -0.72
0.45 -0.03 0.27
0.55 0.36 -0.20
0.33 -0.43 -0.34
0.18 -0.02 0.44
-0.05 0.00 0.04
4.26 0.21 1.77
-1.87 1.72 -1.90
-1.49 -2.31 0.94
0.44 0.25 -0.93
-1.06 -0.21 -0.04
0.82 0.88 -0.14
-1.89 -0.85 -0.98
0.61 1.07 -0.11
-0.39 -0.56 0.91
-0.08 0.08 0.15
0.16 -0.32 0.29
0.25 0.14 -0.02
0.23 -0.12 0.19
-0.01 0.03 -0.14
0.48 -0.67 -0.31
-1.56 0.14 0.58
0.58 0.27 -0.26
-2.25 -1.57 1.23
1.71 2.22 0.44
-1.44 -2.58 0.99
0.42 -0.21 -0.32
0.64 0.30 -0.57
0.71 1.24 -0.99
-0.11 0.17 -0.42
0.05 0.07 -0.47
0.22 -0.17 -0.01
-0.01 0.13 0.07
0.56 0.66 0.03
0.12 2.79 -2.21
-2.08 -1.53 1.24
0.18 -1.43 0.83
3.64 0.93 0.20
0.29 -0.83 -0.31
-0.95 0.13 -0.01
0.17 1.77 0.26
-0.57 -1.33 -0.61
-1.22 -0.84 -0.14
-0.47 0.08 0.42
-0.09 -0.14 -0.25
0.12 0.26 0.10
0.59 -0.24 0.27
0.26 0.37 0.21
0.20 -0.74 0.00
1.00 -0.95 1.12
-1.54 0.71 -1.53
-0.41 -1.29 -1.14
-0.15 2.45 0.58
-0.60 -2.75 -0.57
0.75 0.83 0.70
0.49 0.58 -0.52
0.80 0.94 1.38
0.18 0.16 -0.05
0.23 0.33 0.30
-0.35 -0.08 -0.45
-0.54 -0.29 0.10
-0.05 0.11 0.08
0.42 -1.12 0.76
2.18 0.53 0.70
-1.22 -0.24 -0.98
0.02 0.64 0.01
-0.39 0.48 -0.29
-0.48 0.24 -0.39
-0.39 -0.30 0.19
-0.14 -0.22 0.02


The following is a quantum chemistry calculation of C32H29ClN2O2 in the gas phase at a distorted geometry, from the OMol25 dataset.

SMILES: CCOC(=O)[C@H](/N=C/c1ccc(Cl)cc1)C1(c2ccc(N(C)C)cc2)c2ccccc2-c2ccccc21
Total charge: 0
DFT total energy: -1956.92250 Eh
Max |F|: 2.84 eV/Å

Each line ends with the Löwdin charge.
Cartesian coordinates (Å):
C (2.48264, 1.77575, -4.03258)  -0.07
C (2.14547, 0.36640, -3.60806)  -0.20
O (1.40009, 0.44526, -2.32143)  -0.02
C (0.89042, -0.74543, -1.95493)  -0.41
O (0.94501, -1.72408, -2.67713)  0.10
C (0.45329, -0.78710, -0.42614)  -0.13
N (-0.09793, -2.11602, -0.43547)  0.11
C (-1.03931, -2.83304, -0.00372)  -0.07
C (-1.10738, -4.34120, -0.05656)  -0.17
C (-2.19788, -5.00822, 0.53822)  -0.03
C (-2.28055, -6.41408, 0.55804)  -0.10
C (-1.25690, -7.18206, -0.03402)  -0.73
Cl (-1.34320, -8.85773, 0.03891)  0.71
C (-0.19147, -6.52097, -0.67260)  -0.09
C (-0.12417, -5.11913, -0.67310)  -0.01
C (-0.45718, 0.34415, 0.13067)  -0.20
C (0.47030, 1.51622, 0.48496)  -0.14
C (1.68835, 1.27956, 1.14708)  -0.06
C (2.54852, 2.31631, 1.46214)  -0.02
C (2.13590, 3.66959, 1.32129)  -0.23
N (3.01378, 4.70389, 1.61168)  -0.20
C (4.49744, 4.54743, 1.64196)  -0.05
C (2.49970, 6.03718, 2.01788)  -0.08
C (0.80649, 3.89258, 0.86356)  -0.02
C (0.04934, 2.84974, 0.35958)  -0.02
C (-1.67254, 0.67084, -0.72940)  -0.13
C (-1.70545, 1.34775, -1.91340)  -0.02
C (-2.89778, 1.27388, -2.63334)  -0.07
C (-3.97418, 0.49539, -2.19386)  -0.08
C (-3.94544, -0.11826, -0.92981)  0.00
C (-2.79759, 0.12668, -0.14899)  -0.10
C (-2.45121, -0.43596, 1.19156)  -0.14
C (-3.24540, -1.25013, 2.03272)  -0.03
C (-2.64809, -1.72078, 3.21134)  -0.08
C (-1.33158, -1.36619, 3.49787)  -0.07
C (-0.52713, -0.65024, 2.60240)  0.00
C (-1.08213, -0.29724, 1.39797)  -0.12
H (3.01759, 1.69226, -4.98283)  0.08
H (1.55605, 2.33961, -4.15280)  0.08
H (3.12527, 2.25442, -3.26918)  0.09
H (1.47106, -0.15682, -4.30758)  0.12
H (3.03946, -0.27779, -3.47691)  0.13
H (1.48538, -0.86577, 0.04874)  0.17
H (-1.95070, -2.40382, 0.46752)  0.10
H (-2.98834, -4.42160, 1.00287)  0.10
H (-3.12854, -6.91142, 1.03713)  0.10
H (0.55097, -7.13384, -1.13371)  0.09
H (0.69849, -4.63865, -1.15924)  0.11
H (1.99676, 0.32080, 1.51670)  0.10
H (3.55595, 2.09018, 1.86278)  0.10
H (4.72573, 3.46727, 1.64126)  0.06
H (4.98247, 5.01544, 0.75043)  0.09
H (4.91367, 4.99017, 2.59231)  0.09
H (1.57249, 5.92248, 2.62217)  0.09
H (3.25572, 6.57146, 2.64690)  0.08
H (2.23872, 6.70314, 1.15498)  0.09
H (0.43586, 4.93579, 0.80759)  0.11
H (-0.93400, 3.08822, -0.00547)  0.11
H (-0.85827, 1.96094, -2.21167)  0.12
H (-2.94126, 1.73405, -3.60847)  0.10
H (-4.85533, 0.32896, -2.83058)  0.11
H (-4.71521, -0.80757, -0.56933)  0.11
H (-4.23888, -1.57862, 1.70670)  0.11
H (-3.24132, -2.36291, 3.88252)  0.11
H (-0.90292, -1.70195, 4.43120)  0.10
H (0.48088, -0.32517, 2.87066)  0.11

Atomic forces in eV per Å
0.18 -0.38 0.50
-0.72 -0.40 0.42
0.57 -0.35 -0.58
0.71 -0.33 -0.38
-0.31 1.32 0.91
-0.62 -1.72 -2.17
0.97 -2.10 1.01
-0.80 0.87 0.21
0.01 -0.14 -0.22
0.40 -0.37 -0.19
0.41 0.43 -0.18
-0.29 2.72 0.09
0.04 -1.39 -0.05
-0.96 0.37 0.68
-0.39 -0.86 0.23
1.47 0.64 1.19
-0.45 0.19 0.53
-0.13 0.94 -0.28
0.18 0.74 0.20
0.09 -0.65 -0.28
0.68 1.33 0.69
-0.80 -0.17 0.34
-0.09 -0.21 -0.23
1.05 0.95 -0.09
0.36 -0.50 0.85
1.26 -0.18 1.38
-0.53 0.35 -0.58
0.02 -0.18 -0.25
-0.41 -0.51 0.37
0.75 0.79 0.05
-0.98 -1.91 0.02
-0.96 -0.95 -0.47
0.75 0.58 -0.18
-0.65 -0.02 -0.53
0.27 -0.10 0.17
-0.04 -0.18 0.49
-0.75 1.66 -0.55
-0.06 0.32 0.09
0.20 0.13 -0.09
-0.32 -0.11 -0.49
0.42 0.37 0.14
-0.52 0.40 0.14
-1.55 0.24 -0.12
0.55 -0.54 -0.23
0.11 -0.09 -0.04
0.34 0.18 -0.18
0.50 -0.09 -0.30
0.34 0.32 -0.20
0.03 -0.48 -0.40
-0.98 0.04 -0.15
0.14 0.77 -0.07
-0.36 -0.23 0.67
-0.39 -0.38 -1.00
0.59 0.00 -0.32
-0.55 -0.58 -0.57
0.30 -0.51 0.50
0.21 -0.84 -0.04
-0.19 -0.11 -0.25
-0.10 -0.39 -0.33
-0.16 0.19 -0.06
0.54 0.22 0.21
0.05 0.54 -0.19
0.25 0.38 0.38
0.53 0.39 -0.27
0.05 0.06 0.11
-0.27 -0.47 -0.05


Sequential orbital gap output: 9.0 8.0 eV
Sequential ΔE to the lowest compared entry with this formula, charge and spin output: 50.8 0.0 kcal per mole